26
Properties=species:S:1:pos:R:3:lowdin_spin:R:1 method="wB97M-V/def2-TZVPD" total_energy_ha=-1896.7971 s2=3.75 largest_force_ev_per_a=3.08 total_charge=+3 spin_multiplicity=4
O -0.5794 -0.6578 -0.6468 0.024
C -1.7714 -1.3886 -0.5426 0.001
C -2.8040 -0.6239 0.2761 0.001
O -2.8144 0.7356 -0.1904 0.013
C -3.7980 1.5542 0.4348 0.001
Tm -0.8250 1.4120 -0.9266 2.317
H -1.6088 -2.3650 -0.0543 0.000
H -2.1835 -1.5913 -1.5476 0.000
H -2.5394 -0.6130 1.3459 0.000
H -3.8097 -1.0528 0.1566 0.000
H -3.6545 2.5795 0.0789 0.001
H -4.7980 1.2010 0.1501 0.000
H -3.6787 1.5186 1.5272 0.000
O 0.9481 1.0723 0.7941 0.142
C 0.9318 -0.1802 1.0155 0.018
O 2.0118 -0.9230 0.9361 0.003
C 3.2936 -0.3085 0.8297 0.005
O 3.4049 0.4615 -0.3332 0.056
C 3.5589 -0.2904 -1.5578 0.014
Mg 2.2846 2.2001 -0.3623 0.394
H 0.1597 -0.5742 1.6843 0.001
H 4.0106 -1.1352 0.8114 0.000
H 3.4607 0.3381 1.6984 0.001
H 3.7255 0.4378 -2.3576 0.005
H 4.4326 -0.9455 -1.4646 0.000
H 2.6419 -0.8614 -1.7550 0.002